4 unconnected molecules or ions with the total composition C28H37F3O2PS in a non-equilibrium geometry. Source: the Open Molecules 2025 dataset; level of theory: wB97M-V/def2-TZVPD.

Output
Strongest force on any atom ... 0.0866 hartree/bohr
Net charge ... +1

Structure (XYZ):
```
72
Properties=species:S:1:pos:R:3:forces:R:3
C 3.989189 0.416409 -0.967528 -0.168 0.227 0.111
C 2.683769 1.000615 -0.512334 2.469 0.723 -2.361
O 2.142251 0.604550 0.432737 -2.193 -1.660 3.501
O 2.160030 2.022909 -1.216782 -0.150 -0.015 -0.787
C 0.944109 1.619272 -1.872429 -0.201 0.604 -0.378
C 0.001923 2.815642 -1.939406 -0.006 -0.492 -0.022
C -1.154075 2.748875 -0.933737 0.378 0.435 0.035
C -0.700441 2.371149 0.478109 -0.347 0.035 0.239
C -1.835364 2.147054 1.476252 -0.154 0.312 -0.522
C -2.922890 1.122801 1.074306 0.604 0.931 0.614
S -2.321212 -0.328516 0.162246 -0.885 -1.620 1.072
P -3.320699 -0.375011 -1.779256 0.987 1.510 -2.314
C -5.021764 0.277186 -1.614709 -0.195 -0.950 0.717
C -3.319844 -2.088144 -2.418187 -0.454 0.005 1.091
H 4.129213 -0.498073 -0.414708 0.084 -0.299 0.117
H 3.992582 0.208535 -2.030203 0.144 0.220 -0.218
H 4.790589 1.090260 -0.682070 0.200 0.202 -0.284
H 1.213778 1.248134 -2.857423 0.034 0.066 -0.234
H 0.471769 0.790133 -1.346804 0.103 -0.080 0.179
H 0.596230 3.708245 -1.776033 0.124 0.138 0.086
H -0.382515 2.889170 -2.950721 -0.227 0.080 -0.148
H -1.556043 3.758901 -0.884893 -0.328 0.093 0.064
H -1.957687 2.129460 -1.330153 -0.001 -0.291 0.030
H -0.030384 1.516533 0.522835 0.175 -0.044 -0.187
H -0.119975 3.210012 0.852080 0.275 0.009 0.158
H -1.469467 1.913996 2.466422 0.338 -0.262 0.117
H -2.349759 3.098970 1.582856 -0.308 0.079 0.068
H -3.736530 1.631951 0.575386 0.010 -0.268 -0.692
H -3.338077 0.718359 1.986869 -0.121 -0.409 0.082
H -1.027662 -0.144722 -0.177537 -0.302 0.673 -0.190
H -5.717151 -0.356306 -1.071839 -0.094 -0.029 0.180
H -5.388482 0.342505 -2.635032 0.169 -0.045 -0.297
H -5.046075 1.280907 -1.216359 0.192 0.220 0.116
H -2.295805 -2.375067 -2.621972 0.196 -0.076 0.069
H -3.827434 -2.828671 -1.807629 0.022 -0.166 0.049
H -3.822892 -2.036867 -3.378268 -0.143 0.190 -0.194
F -3.323259 -4.027399 -4.844925 -0.077 0.047 0.043
C -2.135762 -4.494761 -5.297876 0.327 -0.144 -0.138
C -1.544089 -5.558906 -4.649072 -0.128 -0.084 0.239
C -0.329192 -6.038256 -5.117226 0.023 0.112 -0.096
C 0.277118 -5.443760 -6.215460 0.073 -0.030 -0.015
C -0.333334 -4.371294 -6.851083 0.016 -0.091 0.102
C -1.552823 -3.893131 -6.393842 -0.123 0.234 -0.091
H -2.030818 -6.004672 -3.790958 -0.030 -0.008 -0.040
H 0.143778 -6.877123 -4.624600 -0.022 0.005 0.013
H 1.225780 -5.818166 -6.576521 -0.018 0.002 -0.004
H 0.139819 -3.906010 -7.705340 -0.032 -0.003 -0.010
H -2.049581 -3.064069 -6.881294 -0.016 -0.022 0.011
F -0.186721 -0.232230 6.309715 -0.007 0.012 0.009
C -0.024308 -0.832677 5.119656 0.038 -0.121 -0.211
C 0.555038 -0.126833 4.083139 -0.007 0.273 0.034
C 0.727733 -0.748706 2.854219 -0.164 -0.071 -0.067
C 0.308510 -2.062814 2.677578 -0.057 0.010 -0.070
C -0.276526 -2.755982 3.730561 0.034 0.108 -0.074
C -0.440954 -2.140814 4.963117 -0.109 -0.128 0.148
H 0.867156 0.898661 4.237978 0.018 -0.018 0.049
H 1.186476 -0.207222 2.035761 -0.019 -0.105 0.225
H 0.441739 -2.548422 1.717719 0.043 -0.022 0.035
H -0.604235 -3.778148 3.592998 0.020 -0.001 0.038
H -0.885885 -2.666125 5.797911 0.010 0.033 0.010
F 3.827357 5.140325 6.286321 -0.005 0.014 0.013
C 3.805010 4.280988 5.254323 -0.004 -0.158 -0.190
C 3.569977 2.942060 5.499114 -0.063 -0.090 0.219
C 3.543337 2.058241 4.430544 0.028 0.095 -0.099
C 3.759167 2.519620 3.138582 -0.023 -0.067 -0.097
C 3.998105 3.868685 2.913106 -0.050 -0.102 0.082
C 4.017165 4.759513 3.976270 0.032 0.224 -0.060
H 3.410927 2.601692 6.513987 0.006 0.037 -0.001
H 3.354252 1.006888 4.604736 0.046 0.003 0.038
H 3.740535 1.824830 2.308327 -0.004 -0.006 0.022
H 4.171090 4.229223 1.907234 0.001 0.027 0.016
H 4.194248 5.815653 3.821210 0.018 -0.010 0.042
```
Positions in Å, forces in eV/Å.

***

A molecular structure, C9H56NO20 in a non-equilibrium geometry. Source: the Open Molecules 2025 dataset; level of theory: wB97M-V/def2-TZVPD.

Output
ΔE to the lowest compared entry with this formula, charge and spin ... 29.4034 eV
Strongest force on any atom ... 0.2382 hartree/bohr
Net charge ... -1

Structure (XYZ):
```
86
Properties=species:S:1:pos:R:3:forces:R:3
C -20.059770 20.447839 -3.141648 -2.418 -7.016 4.206
C -20.914018 19.286377 -2.605467 -0.199 0.183 0.569
C -22.409950 19.624908 -2.972731 1.161 -1.345 1.521
C -23.357642 18.477142 -2.582227 0.264 1.179 -0.607
C -22.943591 17.176047 -3.189695 2.122 0.004 1.413
C -21.427946 16.809164 -2.936270 -0.854 -0.869 1.269
N -20.505598 17.919617 -3.158220 -2.954 2.772 -1.387
O -19.174444 17.736321 -3.523441 -6.504 -1.453 3.203
C -21.181691 15.613881 -3.888069 1.375 1.158 2.006
C -21.257340 16.299817 -1.431937 -1.170 -1.650 -1.454
C -20.862632 19.383252 -1.098076 -1.168 -2.859 -1.201
H -20.131440 20.473145 -4.228994 -2.644 -2.916 1.894
H -18.976954 20.392399 -3.029682 -0.791 -1.051 1.175
H -20.406906 21.413469 -2.773998 -0.998 -3.650 -1.644
H -22.570955 20.036328 -3.969180 0.931 -1.559 0.822
H -22.735590 20.409223 -2.289419 0.449 0.419 -0.194
H -24.341062 18.735275 -2.975125 -0.099 0.745 0.375
H -23.540893 18.442439 -1.508302 0.306 -0.163 0.180
H -23.135360 17.235851 -4.261023 0.605 -0.690 0.529
H -23.617269 16.446313 -2.740495 1.414 -0.349 0.076
H -20.813331 15.904004 -4.872051 -2.287 -0.674 0.102
H -21.813335 14.725562 -3.892784 -1.226 0.740 0.079
H -20.263003 15.195029 -3.477360 -0.483 1.379 0.967
H -20.273343 16.429999 -0.981476 -1.305 0.321 -0.010
H -21.296803 15.211219 -1.470955 -0.217 -0.371 -0.019
H -22.161080 16.534505 -0.869550 0.670 0.280 0.302
H -21.491102 18.618993 -0.640888 0.500 -0.433 -0.010
H -21.250998 20.294161 -0.642537 -0.239 -3.292 -4.443
H -19.849731 19.353802 -0.696517 -1.683 0.191 -1.562
O -18.929133 22.397584 -3.042020 4.733 5.101 3.777
H -19.796847 22.641536 -2.719855 0.008 1.747 1.012
H -18.450454 23.224971 -3.092337 0.379 0.326 -0.399
O -16.968342 20.811020 -3.824238 2.953 4.547 1.591
H -17.650821 21.374180 -3.459124 0.754 0.099 0.147
H -17.412444 19.982809 -4.006078 -0.312 -0.137 0.230
O -19.677238 21.472939 -4.782250 0.851 5.262 -11.025
H -18.970558 20.842776 -4.922743 0.937 1.361 -1.083
H -19.537070 21.796248 -3.892278 0.830 0.840 -2.404
O -21.662597 19.215033 1.512076 0.538 0.861 0.943
H -22.106855 19.923764 1.046714 -0.726 -0.503 0.553
H -21.315952 19.627641 2.303166 0.070 0.162 0.477
O -17.632657 16.229533 -3.166714 3.122 -2.671 0.042
H -18.065100 16.106198 -4.011712 0.226 0.217 -0.345
H -18.111753 16.948461 -2.754606 1.483 -1.803 -0.566
O -22.794712 17.227619 1.379668 -1.207 -1.769 0.282
H -21.856159 17.203601 1.566131 0.008 0.093 -0.115
H -22.848409 17.408064 0.441173 0.002 0.047 -0.005
O -18.825602 19.231481 0.837201 0.478 0.391 1.687
H -17.880572 19.370284 0.899527 0.270 -0.019 0.014
H -18.960262 18.890457 -0.046993 1.192 -1.057 -0.049
O -22.628687 21.606555 -4.931928 2.701 2.296 -2.542
H -21.698276 21.502022 -4.732839 1.140 0.196 -0.421
H -22.789462 20.998630 -5.653598 0.201 0.040 -0.474
O -24.998547 15.038849 -2.510185 0.198 -3.400 2.428
H -25.216606 15.767716 -3.091083 -0.354 -0.279 0.130
H -24.220912 14.642851 -2.903500 0.040 -0.309 0.024
O -20.714393 21.162100 0.279315 1.242 5.946 4.175
H -20.529072 20.339847 0.732949 0.868 -0.405 0.638
H -21.649138 21.119538 0.077636 -0.388 1.409 0.930
O -19.643049 14.168296 -4.713630 0.690 -5.897 -0.568
H -19.104231 13.380301 -4.784258 0.500 -0.378 -0.302
H -20.329808 13.934253 -4.089286 0.122 -0.482 -0.245
O -21.915830 17.886802 -5.633622 -0.815 0.062 -1.959
H -21.219629 17.783642 -4.984855 0.456 0.742 0.555
H -22.533736 18.494933 -5.227914 0.360 0.230 -0.036
O -25.184505 16.802394 -3.814181 -2.754 2.840 -3.556
H -25.922133 17.134959 -4.325584 -0.518 -0.104 -0.176
H -24.616057 17.562538 -3.690596 -0.248 0.153 0.058
O -19.471901 19.463340 -6.231052 -1.737 0.426 -2.041
H -18.952644 18.769627 -6.637716 0.091 -0.244 0.231
H -19.149362 19.508261 -5.330954 0.063 -1.061 -1.117
O -24.296396 20.864129 -3.799004 -5.362 -0.621 1.641
H -23.531179 21.422349 -3.937100 -0.272 0.356 -0.088
H -24.339615 20.317736 -4.583743 -0.309 0.172 0.018
O -19.031138 16.255512 -5.275253 1.414 1.691 -3.363
H -19.141347 15.308943 -5.185309 0.113 0.511 -0.605
H -19.747995 16.630283 -4.763498 1.587 0.651 -0.216
O -18.446319 17.484610 -1.373633 1.000 0.926 5.348
H -19.132776 17.051826 -0.865970 0.769 0.136 0.189
H -18.873403 17.730066 -2.194356 -0.989 1.304 -1.058
O -17.950948 19.044670 -4.552171 4.875 0.140 -3.699
H -17.111807 18.587588 -4.495964 0.336 -0.566 -0.436
H -18.578028 18.445868 -4.146646 -1.841 -1.046 0.579
O -20.813996 22.565369 -1.743561 -2.588 2.098 1.690
H -21.199903 22.885548 -0.928214 0.095 0.589 0.126
H -20.475958 21.697088 -1.524325 0.168 -0.249 1.224
```
Positions in Å, forces in eV/Å.

***

11 unconnected molecules or ions with the total composition H22O11 in a non-equilibrium geometry. Source: the Open Molecules 2025 dataset; level of theory: wB97M-V/def2-TZVPD.

Output
ΔE to the lowest compared entry with this formula, charge and spin ... 0.6942 eV
Strongest force on any atom ... 0.0511 hartree/bohr
Net charge ... 0

Structure (XYZ):
```
33
Properties=species:S:1:pos:R:3:forces:R:3
O 7.599753 8.149751 11.329891 -1.204 -0.978 -0.756
H 7.540879 8.600184 10.470457 -0.026 0.080 0.315
H 8.239308 8.584614 11.852823 1.047 0.749 0.721
O 4.107205 9.018325 9.621932 0.859 1.122 0.430
H 4.985571 9.370618 9.937080 -1.250 -0.747 -0.626
H 4.214360 8.069465 9.619213 0.294 -0.488 0.153
O 8.498427 4.570794 8.122355 -0.225 -0.226 0.839
H 7.645678 4.536284 7.620844 0.631 -0.572 0.886
H 8.327790 4.123137 8.991143 0.038 0.659 -1.389
O 5.249028 9.380502 6.531943 -1.003 0.408 -0.301
H 4.431684 9.926758 6.561052 0.942 -0.536 0.065
H 5.674610 9.483426 7.398367 -0.055 0.018 0.340
O 6.196919 3.721057 7.136976 -1.708 0.691 -0.301
H 6.099329 4.156782 6.261780 0.060 -0.417 0.286
H 5.320356 3.921568 7.553898 1.161 -0.352 -0.324
O 6.820750 7.104769 5.524126 -1.313 1.827 -0.523
H 6.325184 7.972243 5.618855 0.753 -1.032 -0.228
H 6.095945 6.480623 5.294167 0.631 0.137 0.049
O 5.342907 6.132964 10.382377 -1.728 -0.337 1.952
H 5.908251 6.469455 11.117958 -0.200 -0.079 -0.886
H 4.496402 5.864799 10.883510 1.922 0.549 -1.237
O 6.833250 9.368309 8.913639 0.746 2.067 -0.043
H 7.247968 8.541812 8.558820 0.558 -0.330 -0.507
H 7.424978 10.160260 8.729154 -0.901 -1.802 0.213
O 4.174867 6.487141 6.926247 0.311 0.656 0.678
H 4.108147 7.473394 6.939095 0.221 -0.901 -0.071
H 4.839232 6.305839 7.626596 -0.450 0.226 -0.492
O 5.389292 5.174193 4.736954 -0.955 -0.554 0.331
H 5.413153 4.969465 3.803524 -0.098 -0.092 -0.324
H 4.459554 5.275807 5.022848 0.479 0.027 -0.194
O 7.879276 7.256871 7.764960 -1.075 1.425 -0.705
H 7.379274 7.144816 6.869645 1.008 -0.138 1.136
H 8.220457 6.406306 8.003329 0.529 -1.060 0.511
```
Positions in Å, forces in eV/Å.

***

Going through the records in order, we get highest occupied orbital energy values of -10.926 -4.210 -10.450 eV.
Going through the records in order, we get E values of -62000.0361 -52655.3034 -22880.8197 eV.